The following is a DFT calculation (the ωB97M-V functional and the def2-TZVPD basis) of a 8-piece molecular cluster, C39H54F22NO16 overall at a distorted geometry.

Results
E_LUMO (spin up / spin down) in eV: 0.27 / -0.07
Energy in eV: -135354.1460

Geometry as ORCA input:
```
! wB97M-V def2-TZVPD RIJCOSX def2/J DEFGRID3
* xyz 0 2
C 0.76312 -1.75573 -4.45712
C 0.84421 -0.87487 -5.71221
C 1.07184 -1.81956 -6.91158
C 2.06689 0.05350 -5.62255
C 1.81590 1.47949 -5.11738
F 2.74560 1.66982 -4.04339
C 2.17909 2.55179 -6.18994
C 3.40519 3.33604 -5.79680
O 3.41786 4.53179 -5.69726
C 0.43781 1.75253 -4.50355
C -0.77809 0.95379 -5.03952
C -1.64369 0.39910 -3.87359
C -1.67467 1.93375 -5.83618
N -0.39751 -0.11928 -5.98696
O -1.38487 -0.85125 -6.33782
H -0.15564 -2.34412 -4.41969
H 1.59114 -2.46736 -4.52899
H 0.89369 -1.20647 -3.52690
H 2.12667 -2.10322 -6.92962
H 0.48450 -2.73035 -6.79547
H 0.79685 -1.33205 -7.84733
H 2.79055 -0.40872 -4.94874
H 2.53757 0.09131 -6.60582
H 2.43670 2.06113 -7.13231
H 1.35544 3.24707 -6.33682
H 4.32699 2.76334 -5.60603
H 0.54168 1.65118 -3.42240
H 0.23972 2.81093 -4.67471
H -2.66182 0.77901 -3.92965
H -1.66507 -0.68925 -3.86989
H -1.24358 0.70779 -2.90573
H -1.24578 2.09751 -6.83008
H -2.66062 1.49816 -5.99957
H -1.77933 2.88276 -5.31254
C -0.94940 -6.39702 0.07717
C -0.81378 -5.27274 1.07707
O -0.07801 -4.16179 0.51488
C -0.78207 -3.32619 -0.22901
O -1.94573 -3.39316 -0.49158
C 0.11120 -2.16794 -0.71238
F 1.30184 -2.59769 -1.14593
F 0.32739 -1.30127 0.28549
F -0.48321 -1.51164 -1.70802
H 0.03027 -6.70918 -0.28736
H -1.44108 -7.25092 0.53988
H -1.54103 -6.08129 -0.78205
H -0.23698 -5.58739 1.94418
H -1.78603 -4.92929 1.42768
C -3.97485 -7.89736 -5.16259
C -5.29851 -7.61424 -4.48870
O -5.26312 -7.99023 -3.09481
C -4.74043 -7.10104 -2.26695
O -4.29526 -6.02646 -2.54254
C -4.81572 -7.62985 -0.82006
F -4.45591 -8.91463 -0.74567
F -6.06597 -7.51987 -0.35514
F -4.00977 -6.92246 -0.03241
H -3.69834 -8.94416 -5.03500
H -4.04449 -7.67962 -6.22766
H -3.18046 -7.28542 -4.73606
H -6.09369 -8.21538 -4.92365
H -5.58017 -6.56616 -4.57841
C 3.65543 -3.64485 1.38022
C 4.85181 -4.34257 1.98463
O 4.50531 -5.67701 2.41345
C 4.52406 -6.61131 1.47667
O 4.79870 -6.47436 0.32164
C 4.16570 -7.97650 2.10021
F 3.13091 -7.87193 2.94112
F 5.21396 -8.45231 2.78373
F 3.84804 -8.85219 1.15260
H 2.81988 -3.64328 2.08108
H 3.90420 -2.61389 1.13019
H 3.32325 -4.14921 0.47292
H 5.18971 -3.83078 2.88293
H 5.68946 -4.38189 1.28975
C -4.90791 -2.20305 -0.37734
C -6.26239 -1.91701 0.22919
O -6.28613 -2.26711 1.63017
C -5.80593 -1.35924 2.46436
O -5.35978 -0.28546 2.18935
C -5.93892 -1.86918 3.91465
F -5.57552 -3.15248 4.01679
F -7.21263 -1.76350 4.31716
F -5.17832 -1.15202 4.73375
H -4.62550 -3.24289 -0.21699
H -4.92453 -2.00932 -1.44944
H -4.13685 -1.57886 0.07282
H -7.03340 -2.53203 -0.23025
H -6.54976 -0.87356 0.10583
C 5.19391 2.82296 -2.04159
C 3.91193 3.04832 -1.27352
O 4.07085 2.67601 0.11435
C 4.61553 3.58620 0.90401
O 4.99212 4.67925 0.60238
C 4.66767 3.05026 2.34935
F 5.07791 1.77770 2.38915
F 3.44587 3.11219 2.89892
F 5.49543 3.77729 3.09185
H 5.52633 1.79000 -1.93122
H 5.03898 3.03189 -3.09897
H 5.99137 3.46900 -1.67460
H 3.11921 2.41100 -1.65664
H 3.57560 4.08154 -1.34692
C 1.21137 4.88145 4.12210
C 0.52724 6.13071 4.63098
O -0.66516 6.41614 3.86226
C -1.75875 5.76860 4.22601
O -1.87332 4.97877 5.11587
C -2.94286 6.21670 3.34372
F -2.59308 6.29387 2.05550
F -3.36409 7.42887 3.73379
F -3.95679 5.36622 3.45307
H 1.42801 4.97367 3.05781
H 2.14603 4.71970 4.65750
H 0.57937 4.00360 4.25791
H 1.16601 6.99513 4.49656
H 0.27348 6.05134 5.68389
C 0.58168 10.97741 9.64813
C 0.19523 9.52422 9.80720
O 0.70737 8.72815 8.71692
C 1.96224 8.32407 8.83012
O 2.71839 8.54216 9.72849
C 2.33096 7.45177 7.61306
F 1.88392 7.99689 6.47241
F 1.78226 6.23574 7.74261
F 3.64590 7.30429 7.51334
H 0.24885 11.35672 8.68179
H 0.12310 11.57344 10.43627
H 1.66263 11.10299 9.70410
H -0.88449 9.40101 9.76426
H 0.54399 9.11531 10.75432
*
```